(1)
Computed, not measured: one molecule with the formula C21H30BN4O5PS2, with wB97M-V/def2-TZVPD.

Atoms and positions in Å:
H  -6.865  0.057  -2.833
N  -6.436  0.181  -1.920
C  -5.181  0.172  -2.029
C  -4.313  0.316  -0.819
C  -2.817  0.365  -1.129
C  -2.480  1.519  -2.066
N  -3.121  2.803  -1.643
B  -2.268  3.931  -1.954
O  -1.890  4.138  -3.284
O  -1.878  4.819  -0.961
O  -2.511  -0.862  -1.765
C  -1.164  -1.319  -1.607
C  -1.242  -2.752  -1.117
C  -1.742  -2.799  0.343
C  -0.643  -2.926  1.396
S  0.725  -1.813  1.034
C  1.705  -1.859  2.480
S  1.408  -2.925  3.674
N  2.762  -0.921  2.610
C  3.571  -0.716  1.421
C  4.880  -1.186  1.500
C  5.759  -1.066  0.432
C  5.343  -0.455  -0.741
C  4.037  0.017  -0.830
C  3.160  -0.109  0.239
C  2.365  0.270  3.338
C  1.746  1.373  2.771
C  1.396  2.470  3.554
C  1.652  2.453  4.925
C  2.252  1.348  5.508
C  2.608  0.266  4.711
P  -0.250  -1.137  -3.210
N  0.892  -2.150  -3.473
O  -1.359  -1.038  -4.348
O  0.352  0.369  -3.202
H  -4.714  0.026  -3.002
H  -4.521  -0.548  -0.191
H  -4.636  1.181  -0.252
H  -2.309  0.485  -0.168
H  -1.399  1.658  -2.120
H  -2.836  1.260  -3.056
H  -3.176  2.794  -0.628
H  -0.999  3.799  -3.419
H  -0.943  4.760  -0.759
H  -0.645  -0.687  -0.889
H  -0.282  -3.261  -1.148
H  -1.932  -3.306  -1.742
H  -2.349  -3.696  0.436
H  -2.404  -1.966  0.559
H  -1.034  -2.625  2.363
H  -0.310  -3.949  1.515
H  5.200  -1.675  2.407
H  6.754  -1.463  0.532
H  6.029  -0.376  -1.567
H  3.690  0.479  -1.741
H  2.150  0.245  0.121
H  1.518  1.403  1.718
H  0.931  3.334  3.112
H  1.360  3.300  5.525
H  2.454  1.333  6.565
H  3.065  -0.604  5.155
H  0.969  -2.828  -2.725
H  -1.327  -0.158  -4.748
H  1.245  0.247  -2.856

Output
Spin multiplicity: 1
LUMO level, eV: -0.34
Calculated total energy, eV: -70100.0742
Energy relative to the best compared isomer or geometry (same formula, charge and spin), eV: 0.000

---

(2)
Computed, not measured: C21H30ClF19InO5S as an isolated structure, with wB97M-V/def2-TZVPD.

Atoms and positions in Å:
C  7.915  -3.180  1.990
O  6.844  -3.084  1.115
C  7.094  -2.297  -0.023
C  6.032  -1.265  -0.217
C  4.676  -1.831  -0.646
C  3.543  -1.642  0.391
C  2.317  -0.976  -0.226
In  0.453  -1.246  0.969
C  -1.230  -2.124  -0.158
C  -1.052  -3.563  -0.625
C  -0.556  -4.496  0.450
Cl  -1.191  -6.165  0.161
C  -0.202  0.867  1.524
F  -1.470  0.893  1.945
F  0.496  1.465  2.475
F  -0.203  1.724  0.489
S  0.967  -2.383  3.160
C  2.428  -1.638  3.915
O  1.233  -3.814  3.061
O  -0.134  -2.067  4.062
H  8.391  -2.226  2.158
H  8.667  -3.886  1.659
H  7.559  -3.521  2.943
H  7.164  -2.910  -0.908
H  8.047  -1.800  0.073
H  5.964  -0.688  0.686
H  6.383  -0.587  -0.972
H  4.794  -2.880  -0.864
H  4.392  -1.326  -1.547
H  3.956  -1.007  1.150
H  3.331  -2.610  0.814
H  2.530  0.075  -0.302
H  2.190  -1.341  -1.233
H  -1.403  -1.531  -1.036
H  -2.128  -2.044  0.436
H  -0.435  -3.655  -1.500
H  -2.018  -3.930  -0.921
H  0.505  -4.564  0.500
H  -0.963  -4.210  1.393
H  2.468  -0.614  3.594
H  2.359  -1.725  4.979
H  3.290  -2.175  3.580
C  -5.991  -0.617  -0.248
C  -7.521  -0.630  -0.155
C  -8.155  -1.920  0.358
F  -7.868  -2.956  -0.460
F  -9.505  -1.767  0.388
F  -8.054  -0.300  -1.354
F  -7.872  0.349  0.726
O  -5.446  -0.912  -1.510
C  -5.286  -2.222  -1.868
C  -6.142  -2.577  -3.080
F  -7.448  -2.347  -2.816
F  -5.994  -3.891  -3.362
F  -5.540  -3.038  -0.824
F  -3.994  -2.384  -2.205
H  -5.690  0.409  -0.053
H  -5.534  -1.218  0.537
H  -7.807  -2.146  1.370
H  -5.841  -1.982  -3.944
C  -0.848  6.588  -0.306
C  -0.891  5.464  -1.347
C  0.190  4.395  -1.225
F  1.425  4.940  -1.373
F  0.017  3.480  -2.206
F  -0.882  6.003  -2.590
F  -2.086  4.834  -1.191
O  -0.200  7.779  -0.700
C  1.156  7.861  -0.585
C  1.811  8.021  -1.955
F  1.501  6.978  -2.748
F  3.157  8.053  -1.801
F  1.662  6.810  0.084
F  1.435  8.976  0.132
H  -1.883  6.883  -0.146
H  -0.484  6.231  0.657
H  0.131  3.886  -0.260
H  1.477  8.946  -2.429

Output
Spin multiplicity: 1
LUMO level, eV: 2.18
Calculated total energy, eV: -112664.8254
Total charge: -1

---

E_HOMO, record by record: -8.81, -5.47 eV